Record 1
{
  "formula": "C23H41N2P3SeTl",
  "method": "wB97M-V/def2-TZVPD",
  "lumo_energy_ev": -12.13,
  "max_force_ev_per_a": 2.785,
  "total_charge": 3,
  "spin_multiplicity": 1,
  "relative_energy_ev": 0.303,
  "energy_ha": -4607.3914,
  "species": ["Tl", "P", "P", "P", "H", "C", "C", "H", "C", "C", "C", "C", "C", "C", "C", "C", "C", "H", "H", "H", "H", "H", "H", "H", "H", "H", "H", "H", "H", "H", "H", "H", "H", "H", "H", "H", "H", "H", "H", "H", "H", "H", "H", "H", "H", "H", "C", "C", "C", "C", "C", "C", "Se", "H", "H", "H", "H", "H", "H", "N", "C", "C", "C", "C", "N", "C", "C", "H", "H", "H", "H"],
  "positions_angstrom": [[0.7679, 0.1355, 0.1171], [2.9439, -0.6109, 1.4219], [-0.7445, 1.3715, 2.2172], [0.4083, -1.9790, -1.6880], [-2.9439, 2.5439, -1.6283], [-3.0790, 1.5999, -2.1804], [-3.8581, 0.6122, -1.7327], [-4.4741, 0.7383, -0.8493], [4.2196, 0.5581, 0.7716], [3.0444, -0.4208, 3.2445], [3.6604, -2.2637, 1.0857], [-2.4690, 1.9593, 1.9666], [-0.8081, 0.9298, 3.9949], [0.1113, 2.9949, 2.3061], [-1.0565, -2.1302, -2.7880], [0.7885, -3.7355, -1.3470], [1.6974, -1.5683, -2.9253], [-2.4701, 1.4777, -3.0967], [-4.0251, -0.3076, -2.2758], [5.1815, 0.3678, 1.2406], [3.9139, 1.6008, 0.9836], [4.3221, 0.4336, -0.3242], [4.1014, -0.3990, 3.5707], [2.5313, -1.2598, 3.7296], [2.5623, 0.5236, 3.5500], [4.7004, -2.3144, 1.4538], [3.6616, -2.4668, 0.0017], [3.0550, -3.0300, 1.5912], [-2.5916, 2.9556, 2.4095], [-3.1643, 1.2666, 2.4624], [-2.7094, 1.9912, 0.8982], [-0.9101, 1.8360, 4.6089], [0.1162, 0.4039, 4.2775], [-1.6716, 0.2769, 4.1735], [-0.4924, 3.6830, 2.9193], [0.2230, 3.4227, 1.3025], [1.1003, 2.8864, 2.7740], [-0.7327, -2.4487, -3.7870], [-1.5806, -1.1705, -2.8563], [-1.7550, -2.8797, -2.3880], [1.0263, -4.2607, -2.2835], [-0.0793, -4.2183, -0.8781], [1.6546, -3.8045, -0.6684], [1.5281, -2.1879, -3.8198], [2.6977, -1.7927, -2.5277], [1.6380, -0.5095, -3.2042], [0.8737, 3.5908, -3.0936], [-0.5266, 3.6962, -3.1514], [-1.1113, 4.5804, -4.0638], [-0.3126, 5.3820, -4.9026], [1.0762, 5.2934, -4.7838], [1.6858, 4.4184, -3.8873], [1.7786, 2.3045, -1.9554], [0.3802, 1.9442, -1.4724], [-1.1729, 3.0766, -2.5075], [-2.2018, 4.6471, -4.1269], [-0.7930, 6.0562, -5.6235], [1.6999, 5.9196, -5.4141], [2.7697, 4.3480, -3.7963], [-3.5792, -6.4084, 4.5021], [-3.0544, -5.5373, 3.9213], [-2.4126, -4.4711, 3.1756], [-1.4146, -3.6843, 3.7791], [-0.8077, -2.6659, 3.0397], [-1.1218, -2.4221, 1.7587], [-2.0717, -3.1565, 1.1767], [-2.7492, -4.1877, 1.8512], [-1.0979, -3.8375, 4.8127], [-0.0409, -2.0251, 3.4849], [-2.3170, -2.9289, 0.1278], [-3.5190, -4.7436, 1.3243]]
}

---

Record 2
{
  "formula": "C3H8N2O",
  "method": "wB97M-V/def2-TZVPD",
  "lumo_energy_ev": 0.91,
  "max_force_ev_per_a": 2.702,
  "total_charge": 0,
  "spin_multiplicity": 1,
  "smiles": "C[C@H](N)C(N)=O",
  "relative_energy_ev": 1.136,
  "energy_ha": -303.8504,
  "species": ["C", "C", "N", "C", "N", "O", "H", "H", "H", "H", "H", "H", "H", "H"],
  "positions_angstrom": [[0.1117, -1.7021, 0.0959], [-0.0468, -0.2008, 0.3167], [-1.3742, 0.3054, -0.0478], [1.0749, 0.6961, -0.2490], [0.6852, 1.9992, -0.4521], [2.0937, 0.1459, -0.5993], [-0.1148, -1.9711, -0.9388], [1.0492, -2.1275, 0.4344], [-0.6402, -2.0843, 0.8083], [0.0288, -0.0695, 1.4094], [-2.0072, 0.4993, 0.7261], [-1.9387, -0.4639, -0.4188], [1.2756, 2.7760, -0.1954], [-0.1973, 2.1972, -0.8896]]
}